Entry from the Open Molecules 2025 dataset: a structure of composition C36H36N8O4S2W (wB97M-V/def2-TZVPD).

```
87
Properties=species:S:1:pos:R:3:forces:R:3
W -0.348734 -0.161463 0.270202 0.10 -0.36 -0.50
C 1.782865 -2.560015 3.689308 0.00 -0.04 -0.02
O 2.160678 -1.282500 4.212221 0.00 0.01 0.01
C 2.854183 -0.467861 3.360020 0.03 0.01 0.00
C 4.061090 0.044982 3.774048 -0.01 -0.01 0.00
C 4.808969 0.913253 2.965718 -0.01 0.00 0.00
C 4.333369 1.236839 1.720929 0.00 -0.01 0.01
C 3.093416 0.738457 1.281984 0.00 0.01 -0.02
C 2.626094 1.083205 -0.021461 0.01 -0.01 -0.02
N 1.482204 0.798137 -0.546391 0.06 -0.04 0.08
N 1.354981 1.346545 -1.836484 -0.03 -0.01 -0.02
C 0.103613 1.570721 -2.045911 0.05 0.04 0.02
O -0.804759 1.246770 -1.169515 0.03 0.05 0.14
C -0.358084 2.237738 -3.280313 -0.01 -0.02 -0.02
C 0.552327 2.812608 -4.162550 0.00 -0.01 0.00
C 0.096195 3.451487 -5.302927 0.00 0.00 -0.01
C -1.266329 3.515420 -5.566944 -0.01 -0.01 -0.01
C -2.172675 2.931644 -4.693893 0.00 -0.01 -0.02
C -1.721822 2.292729 -3.549793 0.01 -0.02 -0.01
C 2.309929 -0.090765 2.101500 0.01 -0.04 -0.02
O 1.139088 -0.525448 1.758043 -0.04 0.12 0.00
H 1.627228 -3.205733 4.550921 -0.01 0.00 0.00
H 2.586204 -2.971795 3.072743 0.01 0.00 0.01
H 0.873522 -2.493156 3.097519 0.01 0.00 0.01
H 4.421880 -0.251451 4.751464 0.00 0.00 0.00
H 5.755633 1.299637 3.316251 0.00 0.00 0.00
H 4.899845 1.882584 1.060547 0.00 0.00 0.00
H 3.290956 1.662887 -0.657652 0.00 0.00 0.00
H 1.609139 2.757961 -3.939106 0.00 0.00 0.00
H 0.803147 3.904445 -5.986298 0.00 0.00 0.00
H -1.620877 4.016792 -6.458789 0.00 0.00 0.00
H -3.233139 2.967405 -4.906144 -0.01 0.00 0.00
H -2.416460 1.832665 -2.859025 0.00 0.00 0.00
C 1.687429 -2.448231 -0.755579 -0.02 -0.03 -0.05
C 0.268940 -2.170621 -0.337749 0.15 0.13 0.00
N -0.545535 -1.398934 -1.155724 -0.18 0.08 0.42
N -1.548102 -1.719023 -2.011221 0.06 0.09 -0.04
C -2.644667 -1.094839 -1.687780 0.03 0.01 -0.04
S -2.818370 -0.227986 -0.202249 -0.20 -0.02 -0.10
S -4.054547 -1.207686 -2.712603 0.00 0.08 -0.02
C -3.412861 -2.128650 -4.151092 0.03 -0.10 0.10
C -2.681405 -1.296930 -5.164426 -0.04 0.12 0.06
C -1.292821 -1.232679 -5.162251 0.05 0.01 0.02
C -0.624298 -0.457586 -6.099472 0.00 0.00 -0.01
C -1.336740 0.248556 -7.055727 -0.03 0.03 0.01
C -2.724304 0.188980 -7.064748 0.03 0.02 -0.01
C -3.390208 -0.573617 -6.120139 -0.01 -0.04 0.01
C -0.443766 -3.155860 0.530982 0.01 0.00 -0.01
C -0.411284 -4.534749 0.378132 0.00 -0.02 0.01
C -1.153986 -5.348941 1.222046 0.01 0.01 -0.01
C -1.934581 -4.774914 2.219105 0.00 0.01 0.00
C -1.972120 -3.399699 2.391223 0.01 -0.02 0.03
C -1.213113 -2.592606 1.552058 0.04 0.01 0.02
O -1.162274 -1.255625 1.724383 -0.08 0.04 0.04
H 1.756489 -3.401309 -1.288209 0.01 0.00 0.00
H 2.335713 -2.504274 0.120656 0.00 0.00 0.00
H 2.051289 -1.665230 -1.420394 0.00 0.00 0.00
H -4.304258 -2.577212 -4.591289 0.00 0.00 0.03
H -2.780248 -2.919775 -3.757920 -0.01 -0.07 -0.02
H -0.740116 -1.780828 -4.409967 -0.01 0.01 -0.03
H 0.456770 -0.405697 -6.079714 0.01 0.00 0.00
H -0.814290 0.850239 -7.787216 0.01 0.02 -0.02
H -3.287270 0.739723 -7.807867 0.00 0.00 0.00
H -4.473985 -0.615577 -6.126069 0.00 0.00 0.00
H 0.190793 -4.974024 -0.408289 0.00 0.00 0.00
H -1.132261 -6.423451 1.099329 0.00 0.00 0.00
H -2.521929 -5.407984 2.872274 0.00 0.00 0.00
H -2.571867 -2.942942 3.167824 0.00 0.00 0.00
C 0.561882 0.975497 5.975692 -0.01 0.02 -0.02
C 0.539255 2.486883 5.773815 0.00 -0.01 0.02
C 1.820611 2.974652 5.104008 -0.01 0.00 0.00
C -0.707291 2.945668 5.013179 0.02 0.00 0.01
N -0.678686 2.554477 3.606494 -0.04 0.02 -0.02
C -0.884517 1.377335 3.029068 0.05 -0.01 0.02
N -0.626650 1.523341 1.749454 -0.07 -0.07 -0.05
N -0.255826 2.804079 1.551762 -0.04 0.01 0.00
N -0.286252 3.428969 2.661175 0.03 0.00 0.01
H 1.398845 0.690456 6.613553 0.00 0.00 0.00
H 0.703650 0.437916 5.035545 -0.01 0.01 0.03
H -0.356100 0.618678 6.448482 -0.01 0.00 0.00
H 0.451289 2.965760 6.754473 0.01 0.00 0.00
H 1.970212 2.490649 4.135065 0.00 0.00 0.00
H 2.684027 2.724966 5.720811 0.00 0.00 0.00
H 1.811278 4.054210 4.946029 0.00 0.00 -0.01
H -0.785551 4.031148 5.004603 0.00 0.00 0.00
H -1.613885 2.532718 5.455297 0.00 0.00 0.00
H -1.186182 0.457853 3.500952 0.00 0.00 0.00
```
Positions in Å, forces in eV/Å.

**HOMO-LUMO gap (alpha / beta)**: 6.854 / 6.857 eV
**Energy above the lowest of the compared OMol25 structures with the same formula, charge and spin**: 0.0 kcal/mol
**Calculated total energy**: -2995.95278 a.u.
**LUMO (alpha / beta)**: -0.81 / -0.81 eV
**Max |F|**: 0.0122 Eh/bohr

***

Entry from the Open Molecules 2025 dataset: a structure of composition C18H27AlCl4NO4 in a non-equilibrium geometry (wB97M-V/def2-TZVPD).

```
55
Properties=species:S:1:pos:R:3:forces:R:3
C 1.369592 2.882948 2.448159 -0.27 0.32 -0.25
C 2.109186 1.627405 3.200452 1.35 0.22 5.70
O 2.342812 1.738914 4.527925 -1.63 -0.65 -8.02
N 2.530581 0.316070 2.539451 -1.37 1.56 0.05
C 1.314937 -0.624989 2.405029 -1.09 -0.16 0.57
C 1.670325 -2.004666 1.563822 0.90 0.19 0.62
C 0.509294 -3.156833 1.691349 -0.82 0.36 0.38
C -0.113543 -3.670964 0.259563 0.28 -1.45 1.13
Al -0.711837 -2.001844 -0.771953 0.28 -0.10 -0.54
C 0.621144 -1.437864 -2.283015 0.51 1.55 -0.48
C 0.608068 0.233807 -2.239196 -0.81 -3.04 1.99
O 1.573144 0.846552 -3.165122 -1.78 4.58 1.96
C 1.537348 2.300639 -2.938382 4.65 2.68 -3.42
C 0.480385 3.116342 -1.984439 -0.65 0.04 1.16
O 2.470457 3.042180 -3.576974 -5.63 -4.54 3.79
C -2.596621 -2.102414 -1.575112 1.01 -0.30 -2.17
O -3.559796 -2.399154 -0.502731 -1.74 3.63 1.64
C -3.953724 -1.195713 0.246537 -0.46 2.65 2.33
C -3.177447 -0.874345 1.682477 -2.36 2.34 -0.45
C -3.535007 0.409487 2.659510 -2.40 -0.47 -3.42
C -4.735530 1.455080 2.235612 1.39 -3.88 -2.91
C -5.497062 1.167597 0.793424 2.34 -1.94 1.46
C -5.132702 -0.130214 -0.188943 1.89 0.47 3.17
H 0.240270 2.572856 2.216529 2.51 0.55 0.43
H 1.882401 3.216919 1.434708 -0.97 -1.09 2.00
H 1.346078 3.868599 3.119938 0.16 -2.56 -1.17
H 2.854204 0.472177 1.557920 -0.52 0.26 1.01
H 0.473019 0.028553 1.907597 1.31 -1.89 0.62
H 0.909353 -0.902949 3.488701 1.14 0.54 -2.22
H 1.933163 -1.685736 0.464682 -0.77 -0.77 1.91
H 2.666593 -2.491008 2.006733 -2.01 1.36 -0.84
H 0.881999 -4.042242 2.388460 -0.56 1.83 -1.47
H -0.393819 -2.657714 2.290572 1.86 -1.03 -1.21
H -1.021793 -4.392426 0.533910 1.80 1.41 -0.56
H 0.662233 -4.358363 -0.316544 -1.37 1.36 1.21
H -0.715795 -0.776937 0.266481 0.04 0.18 0.09
H 1.699143 -1.844121 -2.011133 -2.01 0.86 -0.95
H 0.228858 -1.792368 -3.328327 1.11 0.59 1.73
H -0.510098 0.542235 -2.414339 2.23 -0.18 0.07
H 0.890124 0.498399 -1.110182 -0.56 -0.34 -2.50
H -0.632421 3.132548 -2.396982 2.50 -0.30 0.61
H 0.801457 4.252728 -1.809198 -0.31 -2.74 -0.93
H 0.391811 2.662771 -0.883720 0.29 0.68 -2.57
H -2.596333 -3.031507 -2.322773 -0.52 1.81 1.55
H -2.867507 -1.155821 -2.220773 0.02 -1.72 1.25
H -2.320910 -1.585558 2.043069 -1.89 1.48 -0.95
H -2.966823 0.600692 3.689207 -1.27 -0.66 -2.60
H -5.003691 2.351557 2.945067 0.50 -1.96 -1.74
H -6.370116 1.917537 0.480332 2.15 -1.95 0.63
H -5.734826 -0.270079 -1.196801 1.45 0.30 2.38
C 5.429895 1.066245 -3.570159 -0.43 0.11 -0.16
Cl 4.241201 0.604849 -4.814592 0.55 0.07 0.36
Cl 4.819436 0.597877 -1.963057 0.18 0.09 -0.37
Cl 6.973177 0.233425 -3.885047 -0.21 0.12 0.08
Cl 5.685711 2.828843 -3.617724 0.03 -0.45 0.03
```
Positions in Å, forces in eV/Å.

**HOMO-LUMO gap**: 7.408 eV
**Calculated total energy**: -3140.48972 a.u.
**Net charge**: -1
**LUMO**: 2.18 eV
**Max |F|**: 0.1596 Eh/bohr

***

Entry from the Open Molecules 2025 dataset: a structure of composition C19H20F2N2O2 in a non-equilibrium geometry (wB97M-V/def2-TZVPD).

```
45
Properties=species:S:1:pos:R:3:forces:R:3
O -2.647054 -2.195468 0.977241 -0.78 0.38 -0.39
C -1.547308 -1.774261 0.661557 -0.93 -3.96 3.58
N -1.275564 -0.880793 -0.235922 9.27 0.42 3.24
C -1.918580 -0.193892 -1.131116 3.02 1.45 0.05
C -3.014525 -0.641625 -1.620482 -6.57 -8.51 5.45
C -3.779758 -0.005785 -2.401896 -7.14 0.73 -4.91
C -3.189654 1.136526 -2.941752 -14.78 -2.01 -7.72
C -2.040524 1.423662 -2.808759 13.08 5.56 2.94
C -1.328398 0.818341 -1.728163 2.16 3.99 -1.28
N -0.081698 1.384937 -1.269730 -9.87 -8.45 6.88
C 0.662473 1.879624 -2.077063 11.65 8.27 -2.93
C 0.661020 3.383348 -2.170052 -4.25 3.21 2.25
C 0.924377 4.160175 -0.863253 -5.29 -2.54 3.88
C -0.339657 3.362358 0.190308 2.16 1.09 -1.37
C 0.033486 1.813483 0.011079 -1.30 3.22 7.91
H -0.708877 1.411902 0.888376 1.73 -0.21 -2.62
H 1.083858 1.806482 0.504905 -1.28 -0.73 -1.23
H -0.129114 3.785432 1.266151 -0.96 -1.09 -1.99
H -1.390809 3.565300 -0.295165 1.98 -0.08 1.27
H 0.564519 5.179700 -0.592586 1.03 -0.41 -1.41
H 1.828702 3.824582 -0.400205 0.77 0.34 0.33
H 1.390562 3.927217 -2.582509 2.86 0.77 -3.96
H -0.414335 3.807661 -2.491834 2.38 -1.04 0.18
H 0.581888 1.643682 -2.969095 -1.89 -2.85 -8.50
H 1.734372 1.551878 -2.028589 0.21 0.26 0.83
H -1.713729 2.394685 -3.281195 0.39 -1.52 0.47
H -3.695742 1.639728 -3.949092 0.58 -1.08 2.98
H -4.983296 -0.504395 -2.769872 4.12 2.00 1.26
H -3.532538 -1.528801 -0.830739 1.61 2.16 -2.94
H -0.156474 -0.533591 -0.143534 -3.87 -1.37 -0.48
C -0.393915 -2.490833 1.516126 -2.96 3.38 -4.30
C -0.543994 -3.042096 2.688767 -6.51 -2.53 7.24
C 0.340332 -3.494782 3.578310 6.36 0.54 -2.78
C 1.831281 -3.411978 3.119316 -4.10 -2.35 4.42
C 2.079742 -2.875662 1.926617 -11.73 -1.28 3.17
C 0.815821 -2.454999 1.153814 11.97 1.59 -6.00
H 1.310854 -2.060171 -0.010660 -2.04 -0.84 3.31
O 3.219754 -2.708204 1.614893 8.26 2.39 -8.31
C 4.319817 -3.000343 2.242591 -2.93 9.21 8.13
F 5.375632 -2.581258 1.750153 4.37 4.34 -4.50
F 4.602899 -4.099064 2.550158 0.32 -13.23 2.10
H 4.215524 -2.473671 3.474912 -0.13 -0.23 -3.08
H 2.569530 -3.925750 3.828423 -1.01 1.14 -1.35
H 0.290199 -3.878546 4.549315 -1.17 -0.50 1.09
H -1.611100 -3.144734 3.100248 1.23 0.39 -0.91
```
Positions in Å, forces in eV/Å.

**HOMO-LUMO gap**: 8.476 eV
**Energy above the lowest of the compared OMol25 structures with the same formula, charge and spin**: 413.8 kcal/mol
**Calculated total energy**: -1195.12436 a.u.
**LUMO**: 0.54 eV
**Max |F|**: 0.3266 Eh/bohr